Below is 2 unconnected molecules or ions with the total composition C5H16N2O at a distorted geometry, with properties calculated with ωB97M-V/def2-TZVPD.

Results
<S²>: 0.75
Largest force on an atom, eV/A: 1.3
E_LUMO (spin up / spin down), eV: 3.92 / 4.00
2S+1: 2
Total charge: -1
Energy relative to the best compared isomer or geometry (same formula, charge and spin), kJ/mol: 26.58
Calculated total energy, eV: -10470.5451

Atoms and positions in Å:
O: -0.76569 1.55408 2.20995
N: -0.68265 -0.03401 -0.12415
N: 2.84225 0.92756 -0.63262
C: 0.72678 -0.33741 -0.44335
C: -1.43236 -1.24423 0.18609
C: 0.89771 -1.24601 -1.67833
C: -2.75053 -0.96941 0.93890
C: 1.39599 1.03917 -0.58586
H: -3.14254 -1.95095 1.21159
H: 1.06858 1.44558 -1.53954
H: -1.15187 1.13656 1.40953
H: 0.97694 1.60200 0.23538
H: -1.10862 0.31289 -0.98903
H: 1.11032 -0.87339 0.43271
H: 0.03865 -0.99931 -2.31274
H: 3.25912 0.94513 0.28388
H: 1.73927 -0.93380 -2.28166
H: 0.94213 -2.29987 -1.42435
H: 3.35875 1.48644 -1.28737
H: -1.30186 2.34758 2.30893
H: -3.47393 -0.48309 0.28515
H: -1.60076 -1.88504 -0.68436
H: -0.88250 -1.82453 0.92236
H: -2.57450 -0.48448 1.88810

Löwdin population analysis, charges in e, atoms 1 to 5: number 1, O, carries -0.16; number 2, N, carries -0.09; number 3, N, carries -0.01; number 4, C, carries -0.42; number 5, C, carries -0.39

***

Below is 2 unconnected molecules or ions with the total composition C5H16N2O at a distorted geometry, with properties calculated with ωB97M-V/def2-TZVPD.

Results
Largest force on an atom, eV/A: 3.3
E_LUMO, eV: 0.80
2S+1: 1
SMILES: CNCC[C@H](C)N.O
Energy relative to the best compared isomer or geometry (same formula, charge and spin), kJ/mol: 250.46
Calculated total energy, eV: -10469.9260

Atoms and positions in Å:
O: 0.26458 0.01189 3.51014
N: -0.91303 1.61121 -0.19049
N: 1.06871 -2.31239 -1.97531
C: 1.99165 -0.23686 -0.86589
C: -0.62584 -0.69508 -1.07441
C: -0.92292 0.19845 0.22395
C: 0.79220 -1.33664 -0.92009
C: -1.66593 2.54562 0.55778
H: 2.90257 -0.63905 -1.16806
H: -1.81902 -0.20801 0.59444
H: 0.71944 -2.12541 -0.03478
H: -0.14801 -0.05418 1.02073
H: 1.68265 -2.03370 -2.73098
H: 1.73946 0.57598 -1.55155
H: -0.39380 -0.27824 2.88737
H: 0.05869 1.78871 0.04515
H: 0.10831 0.90650 3.68384
H: -0.87175 -0.00613 -1.88277
H: -2.01098 3.31080 -0.27076
H: -1.34500 -1.52000 -1.39030
H: 0.34118 -2.99214 -2.15535
H: -1.21894 3.03179 1.51398
H: 2.25733 0.12496 0.14648
H: -2.62349 2.07827 0.84393

Löwdin population analysis, charges in e, atoms 1 to 5: number 1, O, carries -0.02; number 2, N, carries -0.14; number 3, N, carries -0.02; number 4, C, carries -0.04; number 5, C, carries -0.16

***

Below is 2 unconnected molecules or ions with the total composition C5H16N2O at a distorted geometry, with properties calculated with ωB97M-V/def2-TZVPD.

Results
Largest force on an atom, eV/A: 4.9
E_LUMO, eV: 0.73
2S+1: 1
SMILES: CC(C)CNCN.O
Energy relative to the best compared isomer or geometry (same formula, charge and spin), kJ/mol: 239.38
Calculated total energy, eV: -10470.0408

Atoms and positions in Å:
O: -3.16370 2.44587 -1.37229
N: -0.10990 0.25642 1.37699
N: 0.73999 1.89481 2.99700
C: 0.48126 -0.84489 0.63442
C: 0.13831 0.51942 2.80169
C: -0.40291 -0.38099 -1.92517
C: 1.40171 -2.10508 -1.56434
C: 0.69694 -0.73235 -0.99955
H: 0.07679 2.64038 2.68997
H: 2.53056 -2.02648 -1.63353
H: -0.81537 0.61194 0.82241
H: 1.56447 0.01970 -1.09757
H: -2.72986 2.99790 -1.97479
H: 1.44537 -1.05589 1.23833
H: -0.84070 -1.31327 -2.33799
H: -0.88167 0.60842 3.37182
H: -0.11446 0.19463 -2.80237
H: -0.13312 -1.73810 0.64539
H: 1.21019 -2.95200 -0.88754
H: 1.59420 2.05426 2.46211
H: -1.34318 0.02429 -1.36126
H: -3.15432 1.59809 -1.85869
H: 1.11986 -2.35072 -2.53908
H: 0.68953 -0.36638 3.31404

Löwdin population analysis, charges in e, atoms 1 to 5: number 1, O, carries -0.05; number 2, N, carries -0.10; number 3, N, carries -0.04; number 4, C, carries -0.20; number 5, C, carries -0.28

***

Below is 2 unconnected molecules or ions with the total composition C5H16N2O at a distorted geometry, with properties calculated with ωB97M-V/def2-TZVPD.

Results
Largest force on an atom, eV/A: 2.4
E_LUMO, eV: 0.83
2S+1: 1
SMILES: CNCCCCN.O
Energy relative to the best compared isomer or geometry (same formula, charge and spin), kJ/mol: 145.19
Calculated total energy, eV: -10471.0170

Atoms and positions in Å:
O: -0.08693 3.79152 -2.58514
N: 0.49657 -0.64308 -2.08715
N: -0.49730 -0.92805 3.79610
C: 0.75229 -0.61065 1.72757
C: -0.24473 0.42802 -2.73264
C: 0.10028 -1.01812 -0.76418
C: -0.65643 -0.98602 2.31413
C: 0.66821 -0.07080 0.34738
H: -0.05099 0.76632 0.30431
H: -0.77579 -2.01310 1.95909
H: -1.50317 -0.33346 2.13901
H: 0.40257 -1.33303 4.04779
H: 1.23739 -1.59442 1.73801
H: 1.54785 0.47399 -0.01745
H: -0.14445 2.97771 -3.07448
H: -0.98441 -1.03300 -0.62326
H: -1.11584 -1.57268 4.29445
H: -1.25734 0.08371 -2.93589
H: 0.28694 0.86193 -3.56863
H: 1.29046 0.02697 2.42647
H: -0.82516 3.90582 -1.96686
H: 0.36671 -2.06339 -0.56110
H: -0.47039 1.27604 -2.05610
H: 1.46365 -0.39223 -2.12142

Löwdin population analysis, charges in e, atoms 1 to 5: number 1, O, carries -0.06; number 2, N, carries -0.13; number 3, N, carries -0.04; number 4, C, carries -0.22; number 5, C, carries -0.14

***

Below is 2 unconnected molecules or ions with the total composition C5H16N2O at a distorted geometry, with properties calculated with ωB97M-V/def2-TZVPD.

Results
Largest force on an atom, eV/A: 2.5
E_LUMO, eV: 0.71
2S+1: 1
SMILES: CNCC[C@H](C)N.O
Energy relative to the best compared isomer or geometry (same formula, charge and spin), kJ/mol: 129.43
Calculated total energy, eV: -10471.1803

Atoms and positions in Å:
O: -1.39604 -2.88801 1.17998
N: 1.82564 -0.33844 -2.39011
N: -0.81043 1.14479 1.06821
C: 1.12190 -0.14719 -1.08950
C: -0.19738 0.57112 -1.20800
C: -1.20147 0.64768 2.38825
C: -1.20251 0.35908 -0.10409
C: 2.17742 0.50252 -0.20942
H: 1.77531 0.83223 0.75581
H: -0.27122 0.60526 2.97783
H: -1.21970 -0.70832 0.14316
H: 2.70935 1.33368 -0.67364
H: -0.67781 2.11939 0.89395
H: -2.28600 -2.53884 1.27664
H: -1.38141 -3.13157 0.23880
H: -0.72988 0.30230 -2.14895
H: 1.20681 -0.71448 -3.09254
H: 2.32258 0.49314 -2.70028
H: 0.97465 -1.17286 -0.74804
H: 2.93297 -0.21534 0.09730
H: -1.99224 1.22232 2.83463
H: -2.26303 0.54038 -0.34528
H: -1.35596 -0.43327 2.36383
H: -0.06154 1.61443 -1.50854

Löwdin population analysis, charges in e, atoms 1 to 5: number 1, O, carries -0.07; number 2, N, carries 0.01; number 3, N, carries -0.13; number 4, C, carries -0.44; number 5, C, carries -0.19

***

Below is 2 unconnected molecules or ions with the total composition C5H16N2O at a distorted geometry, with properties calculated with ωB97M-V/def2-TZVPD.

Results
<S²>: 0.75
Largest force on an atom, eV/A: 3.8
E_LUMO (spin up / spin down), eV: -3.05 / -8.68
2S+1: 2
Total charge: +1
Energy relative to the best compared isomer or geometry (same formula, charge and spin), kJ/mol: 122.32
Calculated total energy, eV: -10462.6880

Atoms and positions in Å:
O: 0.33156 2.89661 -0.80113
N: 1.92902 1.05166 1.27535
N: -0.75695 0.29196 -1.39435
C: 1.69384 -0.32099 0.84086
C: 0.55713 -1.08996 1.45236
C: -0.78283 -0.77621 0.75434
C: -0.81418 -1.01311 -0.75474
C: -2.10730 -1.73985 -1.07762
H: 0.07034 -1.64314 -0.89679
H: -2.52160 -1.75148 -2.07988
H: -0.94409 0.35370 -2.38584
H: -1.54116 -1.39481 1.26445
H: 0.18985 1.94134 -0.86504
H: 0.49776 -0.90146 2.54630
H: 1.78349 -0.40634 -0.26777
H: -0.99977 0.23413 1.12908
H: 1.42090 1.27956 2.13875
H: 1.60389 1.74952 0.58554
H: 2.71484 -0.77778 1.01016
H: 1.21834 3.16773 -1.04418
H: -1.30991 0.97990 -0.90198
H: -2.22220 -2.72430 -0.60217
H: -2.95695 -1.24863 -0.53035
H: 0.78786 -2.16739 1.48134

Löwdin population analysis, charges in e, atoms 1 to 5: number 1, O, carries -0.05; number 2, N, carries 0.31; number 3, N, carries 0.04; number 4, C, carries -0.19; number 5, C, carries -0.17

***

Below is 3 unconnected molecules or ions with the total composition C5H16N2O3 at a distorted geometry, with properties calculated with ωB97M-V/def2-TZVPD.

Results
Largest force on an atom, eV/A: 1.5
E_LUMO, eV: 0.61
2S+1: 1
SMILES: CNCC(=O)N(C)C.O.O
Energy relative to the best compared isomer or geometry (same formula, charge and spin), kJ/mol: 165.13
Calculated total energy, eV: -14566.6855

Atoms and positions in Å:
O: 1.01164 -0.36831 -3.05794
O: -1.06623 -1.67458 -0.76454
O: 2.90007 1.33488 -1.54757
N: 1.32777 -1.19519 0.70951
N: -1.71741 0.13413 0.43192
C: 1.87635 0.13267 1.03761
C: -1.68367 0.91927 1.64553
C: 0.01780 -1.48261 1.29902
C: -2.46673 0.62731 -0.70824
C: -1.06089 -1.05676 0.29745
H: 1.30302 0.54115 1.86086
H: 1.65159 0.85601 0.25541
H: -3.53167 0.62258 -0.46967
H: -2.22287 1.68643 -0.82347
H: 3.49391 0.60392 -1.34157
H: -2.21731 0.03326 -1.57229
H: 2.20767 0.93392 -2.08967
H: 0.02742 -1.07878 2.30480
H: -1.22951 1.88750 1.41593
H: -1.18683 0.43911 2.47082
H: -0.07463 -2.56122 1.40609
H: 2.94068 0.07185 1.21557
H: 0.76427 -1.27096 -3.26773
H: 1.22180 -1.24745 -0.29499
H: 0.42229 -0.02316 -2.38303
H: -2.70853 1.13503 1.97017

Löwdin population analysis, charges in e, atoms 1 to 5: number 1, O, carries -0.04; number 2, O, carries 0.01; number 3, O, carries -0.07; number 4, N, carries -0.09; number 5, N, carries -0.15

***

Below is 2 unconnected molecules or ions with the total composition C5H16N2OSi2 at a distorted geometry, with properties calculated with ωB97M-V/def2-TZVPD.

Results
<S²>: 2.00
Largest force on an atom, eV/A: 4.5
E_LUMO (spin up / spin down), eV: 0.75 / -0.16
2S+1: 3
Calculated total energy, eV: -26225.4239

Atoms and positions in Å:
Si: 0.50753 1.82629 -0.97597
Si: -0.06721 -1.98639 0.82384
O: 2.09646 -0.17975 1.56622
N: -0.38127 1.55531 -2.44897
N: -1.38804 -1.35607 -0.02644
C: -0.59709 2.96723 0.20168
C: 2.29384 2.55662 -1.10584
C: -0.49325 -2.74276 2.47279
C: 0.96429 -3.17118 -0.17839
C: 1.14769 -0.45726 0.91296
H: 2.23961 3.63273 -1.49167
H: -1.41235 -3.47271 2.39172
H: 0.63233 -2.98479 -1.16945
H: 0.72385 -4.27720 0.18106
H: -1.36868 1.65052 -2.59047
H: -0.76162 -2.01333 3.23445
H: 2.93328 2.41385 -0.20338
H: -0.10262 1.28576 -3.42111
H: -1.74574 2.86714 0.22621
H: -0.16795 2.90582 1.21782
H: 2.80605 1.90452 -1.93195
H: 0.40731 -3.28725 2.90017
H: -0.39673 3.97232 -0.13535
H: -2.45994 -1.47321 0.23944
H: -1.32461 -0.36611 -0.38352
H: 2.02844 -3.05810 -0.25123

Löwdin population analysis, charges in e, atoms 1 to 5: number 1, Si, carries 0.57; number 2, Si, carries 0.33; number 3, O, carries -0.01; number 4, N, carries -0.14; number 5, N, carries -0.10

***

Below is 2 unconnected molecules or ions with the total composition C5H16N3 at a distorted geometry, with properties calculated with ωB97M-V/def2-TZVPD.

Results
<S²>: 0.75
Largest force on an atom, eV/A: 3.9
E_LUMO (spin up / spin down), eV: 1.03 / 0.91
2S+1: 2
Energy relative to the best compared isomer or geometry (same formula, charge and spin), kJ/mol: 82.48
Calculated total energy, eV: -9911.9305

Atoms and positions in Å:
N: 1.20647 -1.46392 1.05424
N: -1.10849 -0.62345 1.30042
N: -0.11480 -1.16351 -0.80857
C: -1.05160 -1.21973 -3.08372
C: 1.35287 2.03214 2.05052
C: -1.28076 -0.79173 -1.61300
C: 0.79590 2.18447 0.63084
C: -0.03270 -1.00528 0.53507
H: 1.83488 -0.65409 1.19049
H: 1.02086 -2.04476 1.90024
H: 0.60470 1.46579 2.60945
H: -1.55593 -0.69753 -3.87047
H: -1.37137 -2.25963 -3.26864
H: -0.26563 2.06185 0.59206
H: 1.39739 2.89091 2.74061
H: 0.00364 -1.30004 -3.21883
H: -1.42356 0.29332 -1.75555
H: -2.24212 -1.14860 -1.18054
H: 2.39182 1.62278 2.20351
H: -2.04409 -0.56929 0.94323
H: -1.11764 -0.91834 2.30860
H: 0.73971 -1.43317 -1.37807
H: 1.24968 1.53709 -0.16161
H: 1.01077 3.20472 0.27973

Löwdin population analysis, charges in e, atoms 1 to 5: number 1, N, carries 0.06; number 2, N, carries 0.09; number 3, N, carries -0.02; number 4, C, carries -0.09; number 5, C, carries -0.19

***

Below is 2 unconnected molecules or ions with the total composition C5H16N3 at a distorted geometry, with properties calculated with ωB97M-V/def2-TZVPD.

Results
Largest force on an atom, eV/A: 2.2
E_LUMO, eV: -2.98
2S+1: 1
Total charge: +1
Energy relative to the best compared isomer or geometry (same formula, charge and spin), kJ/mol: 63.46
Calculated total energy, eV: -9909.0584

Atoms and positions in Å:
N: -1.06978 -1.45149 -1.83022
N: -0.96852 0.80411 -1.29674
N: 0.39306 -0.68048 -0.19229
C: 2.39212 -2.13344 -0.23754
C: -0.54509 -0.45671 -1.09144
C: -0.49441 3.44815 1.98651
C: 0.90530 -2.02425 0.10859
C: -0.53569 1.93470 2.14308
H: -1.73651 -1.12543 -2.51597
H: 2.45013 -2.48397 -1.27763
H: -0.17867 1.53420 3.09711
H: -0.46841 -2.16994 -2.20481
H: -0.64337 3.67039 0.92876
H: 0.43480 3.82412 2.38829
H: -1.88559 0.98580 -1.67031
H: 0.03194 1.45227 1.35369
H: -1.53022 1.46473 2.15870
H: 0.33659 -2.81453 -0.36082
H: -1.34174 3.96282 2.44455
H: 2.92443 -2.84259 0.36898
H: -0.55001 1.53530 -0.74477
H: 0.69942 0.06236 0.41308
H: 0.84458 -2.07682 1.19277
H: 2.81711 -1.13510 -0.31713

Löwdin population analysis, charges in e, atoms 1 to 5: number 1, N, carries 0.20; number 2, N, carries 0.21; number 3, N, carries 0.10; number 4, C, carries -0.06; number 5, C, carries -0.41